1.
2 unconnected molecules or ions with the total composition C5H11NO, computed with wB97M-V/def2-TZVPD.

CARTESIAN COORDINATES (ANGSTROEM)
C: 1.480 0.808 -0.480
N: 0.059 0.627 -0.104
C: -0.075 -0.229 1.074
C: -1.363 -0.735 1.245
C: -0.378 -1.749 0.661
C: 0.223 -2.094 -0.708
H: 1.846 1.489 0.336
H: 2.033 -0.136 -0.533
H: 1.513 1.486 -1.341
H: -0.348 0.026 -0.825
H: 0.655 -0.032 1.868
H: -2.335 -0.492 0.853
H: -0.075 -2.511 1.376
H: 1.133 -2.661 -0.544
H: -0.403 -2.585 -1.468
H: -1.036 2.259 -0.318
H: -1.850 3.287 -0.839
O: -1.079 3.242 -0.254

Values from the calculation:
Strongest force on any atom   0.073 hartree/bohr
HOMO energy   -7.7704 eV
E_tot   -8893.750 eV
Kohn-Sham gap   5.96 eV

2.
A single C5H11NO molecule, computed with wB97M-V/def2-TZVPD.

CARTESIAN COORDINATES (ANGSTROEM)
C: -2.148 -0.748 -0.634
C: -1.605 0.586 -0.120
C: -0.647 0.427 1.063
N: 0.565 -0.263 0.658
C: 1.729 0.430 0.464
C: 2.702 -0.198 -0.513
O: 1.956 1.506 0.991
H: -2.850 -0.600 -1.461
H: -1.348 -1.402 -1.007
H: -2.673 -1.288 0.162
H: -1.075 1.110 -0.927
H: -2.440 1.233 0.178
H: -0.325 1.400 1.440
H: -1.140 -0.111 1.884
H: 0.445 -1.116 0.134
H: 2.770 0.481 -1.369
H: 2.387 -1.181 -0.873
H: 3.697 -0.266 -0.068

Values from the calculation:
Strongest force on any atom   0.007 hartree/bohr
HOMO energy   -9.6066 eV
E_tot   -8901.566 eV
Kohn-Sham gap   10.49 eV
Structure (SMILES)   CCCNC(C)=O

3.
A single C5H11NO molecule, computed with wB97M-V/def2-TZVPD.

CARTESIAN COORDINATES (ANGSTROEM)
C: 0.737 -1.486 1.461
C: 1.442 -0.196 0.765
N: 0.658 0.716 -0.069
C: -0.539 1.285 0.540
C: -0.623 0.140 -0.399
C: -1.163 0.184 -1.803
O: -1.202 1.471 -2.378
H: 0.848 -1.420 2.541
H: 1.249 -2.378 1.097
H: -0.323 -1.792 1.367
H: 1.960 0.418 1.516
H: 2.228 -0.582 0.107
H: -0.708 1.114 1.604
H: -0.797 2.281 0.181
H: -0.705 -0.828 0.091
H: -0.578 -0.521 -2.423
H: -2.194 -0.187 -1.765
H: -0.288 1.781 -2.432

Values from the calculation:
Strongest force on any atom   0.022 hartree/bohr
HOMO energy   -9.1710 eV
E_tot   -8898.841 eV
Kohn-Sham gap   10.16 eV
Structure (SMILES)   CCN1C[C@H]1CO

4.
2 unconnected molecules or ions with the total composition C5H11NO, computed with wB97M-V/def2-TZVPD.

CARTESIAN COORDINATES (ANGSTROEM)
C: 0.402 -1.716 1.045
C: -0.015 -0.449 1.082
C: -1.462 -0.049 1.167
N: 0.945 0.594 1.117
C: 0.814 1.859 0.614
O: -0.172 2.332 0.090
H: -0.309 -2.533 1.083
H: 1.457 -1.972 0.974
H: -2.089 -0.943 1.194
H: -1.642 0.538 2.074
H: -1.748 0.574 0.318
H: 1.879 0.327 1.393
H: 1.747 2.440 0.747
C: 0.040 -0.199 -2.580
H: -0.777 -0.240 -3.305
H: 0.182 0.833 -2.252
H: 0.953 -0.576 -3.046
H: -0.205 -0.821 -1.716

Values from the calculation:
Strongest force on any atom   0.009 hartree/bohr
HOMO energy   -9.0212 eV
E_tot   -8900.687 eV
Kohn-Sham gap   9.85 eV
Structure (SMILES)   C=C(C)NC=O.C

5.
2 unconnected molecules or ions with the total composition C5H11NO, computed with wB97M-V/def2-TZVPD.

CARTESIAN COORDINATES (ANGSTROEM)
C: 2.133 1.100 -1.528
C: -0.938 1.249 -0.573
N: -0.339 0.411 0.217
C: 0.510 0.035 1.160
C: -0.175 -1.031 0.417
C: -1.349 -1.817 0.979
O: -1.906 -1.226 2.127
H: 1.997 2.181 -1.607
H: 1.529 0.606 -2.295
H: 3.185 0.844 -1.663
H: -0.808 2.313 -0.413
H: -1.424 0.864 -1.461
H: 1.822 0.765 -0.535
H: 0.637 0.362 2.180
H: 0.350 -1.536 -0.403
H: -2.108 -2.007 0.203
H: -0.956 -2.790 1.292
H: -2.161 -0.322 1.902

Values from the calculation:
Strongest force on any atom   0.006 hartree/bohr
HOMO energy   -7.4244 eV
E_tot   -8896.717 eV
Kohn-Sham gap   8.30 eV

6.
A single C5H11NO molecule, computed with wB97M-V/def2-TZVPD.

CARTESIAN COORDINATES (ANGSTROEM)
C: -0.871 -2.047 -0.115
C: -0.836 -0.827 -0.684
N: -0.756 -0.445 -2.085
C: -0.956 0.364 0.263
C: 0.067 1.413 0.059
C: 1.563 0.875 0.575
O: 1.354 0.526 1.941
H: -0.467 -2.089 0.991
H: -0.852 -2.998 -0.743
H: 0.062 0.109 -2.424
H: -0.842 -1.234 -2.664
H: -1.012 -0.103 1.218
H: -1.842 0.884 0.055
H: -0.120 2.304 0.600
H: 0.346 1.971 -0.873
H: 1.920 0.040 -0.131
H: 2.369 1.741 0.488
H: 1.090 -0.388 1.962

Values from the calculation:
Strongest force on any atom   0.103 hartree/bohr
HOMO energy   -8.6529 eV
E_tot   -8898.614 eV
Kohn-Sham gap   9.49 eV
Structure (SMILES)   C=C(N)CCCO